The following is a DFT calculation (ωB97M-V/def2-TZVPD) of the molecule C3HN3O2.

Each line ends with the Mulliken charge.
Atoms and positions in Å:
N -2.2305 0.4868 2.0065  -0.348
C -1.4606 0.3014 1.1681  0.138
C -0.4906 0.1946 0.1059  0.272
O -0.2349 1.2123 -0.7853  -0.076
N 0.9654 0.9749 -1.3953  -0.111
N 1.4072 -0.1552 -1.0530  -0.283
C 0.6185 -0.6903 -0.1446  0.536
O 0.8621 -1.9362 0.2976  -0.565
H 1.9838 -2.1888 0.2174  0.437

Summary:
Energy relative to the best compared isomer or geometry (same formula, charge and spin) (eV): 2.810
Orbital gap (eV): 9.44

---

The following is a DFT calculation (ωB97M-V/def2-TZVPD) of the molecule C3HN5.

Each line ends with the Mulliken charge.
Atoms and positions in Å:
N 2.4501 1.8769 -0.6575  -0.359
C 1.3523 1.4604 -0.3058  0.043
C 0.2990 0.5402 0.1414  0.662
C -0.3057 -0.4184 -0.8201  0.107
N -1.1281 -1.3764 -0.4324  -0.222
N -1.4466 -1.5367 0.8290  -0.190
N -1.0106 -0.6342 1.7786  -0.228
N -0.1351 0.3003 1.4318  -0.143
H -0.0752 -0.2121 -1.9650  0.331

Summary:
Energy relative to the best compared isomer or geometry (same formula, charge and spin) (eV): 1.310
Orbital gap (eV): 8.34

---

The following is a DFT calculation (ωB97M-V/def2-TZVPD) of the molecule C3HNO2.

Each line ends with the Mulliken charge.
Atoms and positions in Å:
N -2.5438 -0.8301 1.1307  -0.325
C -1.4596 -0.5371 0.8268  0.183
C -0.1566 -0.2906 0.0865  0.464
O -0.1856 -0.7976 -1.0083  -0.346
C 1.1904 0.6278 -0.1740  0.095
O 1.2810 1.8019 -0.0336  -0.367
H 1.8741 0.0258 -0.8281  0.294

Summary:
Energy relative to the best compared isomer or geometry (same formula, charge and spin) (eV): 1.228
Orbital gap (eV): 9.82

---

> What is the formula in the third record?

C3HNO2

---

Copy entry 2 word for word.
The following is a DFT calculation (ωB97M-V/def2-TZVPD) of the molecule C3HN5.

Each line ends with the Mulliken charge.
Atoms and positions in Å:
N 2.4501 1.8769 -0.6575  -0.359
C 1.3523 1.4604 -0.3058  0.043
C 0.2990 0.5402 0.1414  0.662
C -0.3057 -0.4184 -0.8201  0.107
N -1.1281 -1.3764 -0.4324  -0.222
N -1.4466 -1.5367 0.8290  -0.190
N -1.0106 -0.6342 1.7786  -0.228
N -0.1351 0.3003 1.4318  -0.143
H -0.0752 -0.2121 -1.9650  0.331

Summary:
Energy relative to the best compared isomer or geometry (same formula, charge and spin) (eV): 1.310
Orbital gap (eV): 8.34

---

Copy entry 3 word for word.
The following is a DFT calculation (ωB97M-V/def2-TZVPD) of the molecule C3HNO2.

Each line ends with the Mulliken charge.
Atoms and positions in Å:
N -2.5438 -0.8301 1.1307  -0.325
C -1.4596 -0.5371 0.8268  0.183
C -0.1566 -0.2906 0.0865  0.464
O -0.1856 -0.7976 -1.0083  -0.346
C 1.1904 0.6278 -0.1740  0.095
O 1.2810 1.8019 -0.0336  -0.367
H 1.8741 0.0258 -0.8281  0.294

Summary:
Energy relative to the best compared isomer or geometry (same formula, charge and spin) (eV): 1.228
Orbital gap (eV): 9.82